30
Properties=species:S:1:pos:R:3:forces:R:3:mulliken_spin:R:1 method="wB97M-V/def2-TZVPD" de_lowest_kcal_mol=8.15 spin_multiplicity=3 orbital_gap_ev="5.6308 / 6.8921" e_homo_ev="-8.58 / -13.03" charge=+1 e_lumo_ev="-2.95 / -6.14"
C 0.523 3.581 0.096 -0.9598 0.2921 2.8454 0.569
C 0.722 2.916 -1.113 0.0206 -3.5032 -3.6146 0.433
C 0.013 2.909 1.176 0.9611 0.6961 1.5568 -0.142
C 0.455 1.538 -1.208 -0.0363 2.1733 1.0330 -0.103
C -0.245 1.589 1.132 -1.8414 -1.2007 2.2179 0.567
C -0.088 0.870 -0.109 0.6576 -2.9045 -2.6878 0.273
C 2.439 -1.074 0.246 1.9872 1.3323 -1.7663 -0.006
C 1.277 -1.342 0.790 -2.1481 0.8515 -3.4612 0.094
C -1.863 -1.197 -1.526 -2.2238 2.4753 -1.6234 -0.010
C -2.340 -1.595 -0.127 0.7231 2.8561 -0.2983 0.001
C -0.135 -0.663 -0.074 0.8426 0.9326 3.1851 0.155
C 0.827 -2.065 1.934 -0.5585 0.5287 1.8473 0.011
N -0.421 -1.281 -1.401 1.9119 1.0789 -0.3224 0.013
O -1.221 -1.166 0.710 -0.6348 0.5832 -1.2181 0.034
H 0.903 4.519 0.247 0.8272 2.2684 0.1784 0.029
H 1.047 3.445 -1.994 0.0697 0.0484 -0.0785 0.009
H 0.068 3.341 2.175 -0.5281 0.3919 -0.3620 0.006
H 0.641 1.076 -2.135 0.2571 -0.5647 -1.1178 0.028
H -0.801 1.051 1.931 0.7494 0.6119 -0.4027 0.028
H 3.549 -1.248 0.520 -2.3308 -0.1988 -0.0021 0.003
H 2.346 -0.452 -0.688 0.4643 -0.4577 0.9390 0.009
H -2.332 -1.785 -2.385 0.9894 0.7134 1.1543 -0.002
H -2.026 -0.010 -1.710 -0.0188 -2.9178 0.3858 -0.004
H -3.215 -0.930 0.095 0.4569 -1.3441 0.1591 -0.001
H -2.406 -2.648 -0.012 -0.7643 -0.8542 0.2338 0.001
H 1.405 -2.947 2.117 -0.0030 -0.7875 0.0104 0.003
H 1.175 -1.342 2.677 -0.5785 -0.3203 0.9969 0.000
H -0.296 -2.144 1.946 1.7731 -0.4468 0.4739 0.002
H -0.126 -2.222 -1.181 0.6456 -0.7389 -1.1229 -0.001
H 0.124 -0.726 -2.130 -0.7106 -1.5951 0.8611 0.001

31
Properties=species:S:1:pos:R:3:forces:R:3:mulliken_spin:R:1 method="wB97M-V/def2-TZVPD" de_lowest_kcal_mol=25.83 spin_multiplicity=3 orbital_gap_ev="6.3937 / 6.4487" e_homo_ev="-5.71 / -9.24" e_lumo_ev="0.68 / -2.79"
C 1.324 -1.121 0.046 -1.8001 -0.6588 -0.4034 0.046
C 1.150 0.215 0.072 1.1380 1.9467 0.3061 0.294
C -0.045 -1.757 0.096 3.3392 4.9670 0.6001 0.476
C -3.508 0.192 -0.126 0.4961 0.1700 0.5250 0.007
C -1.730 0.306 -1.809 -0.2896 -3.2184 0.8527 -0.022
C -0.695 1.233 -1.233 -1.0998 -1.1377 1.0976 0.053
C -2.278 -0.520 -0.621 1.2777 1.1146 2.0051 0.050
C -0.252 0.721 0.216 0.7292 -1.7906 -4.1387 -0.009
C -1.096 -0.653 0.440 -0.1263 1.7355 0.8081 0.176
C 2.656 -1.852 -0.106 -1.7503 4.0676 -2.9753 0.022
C 2.208 1.295 0.006 0.2472 0.6559 -1.6027 -0.013
C -1.437 -0.909 1.968 0.2489 2.0092 -1.0689 0.004
O -0.374 -2.882 -0.203 -1.3211 -4.0308 -0.8165 0.852
O -4.487 -0.357 0.303 0.0069 0.1442 0.0210 0.007
O -0.386 1.866 0.996 -0.9096 -1.2198 1.8161 0.014
H -3.431 1.273 -0.264 -0.4852 0.7194 0.1819 -0.001
H -2.667 0.702 -2.150 0.1082 0.8583 -1.3125 0.001
H -1.281 -0.450 -2.506 -0.5356 0.9747 0.1815 -0.001
H 0.049 1.239 -1.986 1.2460 0.8844 -0.1580 -0.003
H -1.155 2.150 -0.955 -0.0240 1.2578 -0.5758 0.005
H -2.727 -1.434 -0.767 -0.2806 -2.6252 -1.1415 0.009
H 3.134 -1.477 -1.065 -0.2347 -0.1415 1.2542 -0.006
H 2.391 -2.787 -0.335 -0.1999 -4.1041 -0.0293 -0.008
H 3.213 -1.606 0.725 1.5568 -0.2292 1.7047 -0.002
H 2.034 2.268 -0.580 -0.5387 -1.5510 0.8526 0.009
H 3.240 1.089 -0.231 0.2396 -1.2490 -1.0803 0.002
H 2.442 1.546 0.976 -0.1999 1.3801 2.6551 0.025
H -2.446 -0.431 2.097 1.1240 0.0260 0.7792 0.009
H -0.529 -0.552 2.661 -2.2979 -0.8347 -1.4330 -0.002
H -1.644 -1.948 2.028 0.1497 -1.0066 0.6108 0.008
H -0.720 1.468 1.816 0.1859 0.8861 0.4841 -0.003

37
Properties=species:S:1:pos:R:3:forces:R:3:nbo_charge:R:1 method="wB97M-V/def2-TZVPD" spin_multiplicity=1 orbital_gap_ev=5.9302 e_homo_ev=-4.32 charge=-1 e_lumo_ev=1.61
C 1.529 -2.234 1.613 -0.2460 0.6269 -0.5836 -0.761
C 0.602 -2.535 0.433 2.3203 0.2676 1.2722 0.806
O -0.502 -2.839 0.646 -3.1721 -1.2110 0.0357 -0.549
O 1.041 -2.506 -0.872 0.1805 0.7323 -0.3975 -0.556
C 1.586 -1.229 -1.251 0.8863 -0.1675 -0.0453 -0.079
C 1.043 -0.730 -2.597 0.3006 0.1445 -0.3288 -0.413
C 1.093 0.811 -2.785 -0.7356 -0.2121 0.1227 -0.450
C 0.430 1.585 -1.655 1.6855 -1.1148 -1.7804 -0.064
C -0.832 1.529 -1.256 0.0231 0.5888 1.9573 -0.430
P -2.262 0.555 -1.870 -0.7249 0.2037 -1.2083 1.070
C -2.240 -1.117 -1.104 0.0480 0.1674 0.8034 -0.979
O -3.575 1.294 -1.143 1.3477 -0.7251 0.3132 -0.949
C -0.850 2.528 -0.086 1.6805 -1.1321 -2.2274 0.793
O -1.701 2.807 0.645 -2.5738 0.7220 1.7550 -0.503
O 0.395 3.117 0.029 0.4550 0.5595 0.5025 -0.504
C 1.278 2.529 -0.836 -4.8780 -1.2543 -0.0839 0.772
O 2.411 2.719 -0.874 3.7454 0.8404 -0.1562 -0.502
H 1.975 -1.242 1.472 0.3808 -0.3732 0.2243 0.240
H 0.906 -2.140 2.512 0.0489 -0.0791 -0.2007 0.307
H 2.273 -3.022 1.765 0.0620 0.2417 -0.2851 0.223
H 1.468 -0.525 -0.420 -0.2600 0.0757 -0.3328 0.191
H 2.671 -1.366 -1.378 -0.1943 0.1489 0.1589 0.180
H 0.031 -1.066 -2.840 0.1146 -0.1123 0.4373 0.216
H 1.694 -1.157 -3.373 -0.3070 0.0013 0.0378 0.209
H 2.114 1.140 -2.998 -0.1370 0.1671 0.4033 0.232
H 0.493 1.033 -3.682 0.2236 -0.0623 0.0689 0.231
H -3.085 -1.692 -1.500 0.0880 0.3477 -0.1308 0.243
H -2.350 -1.104 -0.010 0.1020 0.0893 -0.1878 0.254
H -1.336 -1.696 -1.309 -0.0874 0.2618 -0.0795 0.264
H -3.400 1.221 -0.188 -0.5077 0.4178 -0.0277 0.492
C -0.814 1.252 3.411 -0.3604 -0.0309 0.0871 -0.724
C 0.121 0.089 3.774 -0.0989 0.1185 0.0258 0.754
O -0.435 -0.992 4.082 0.3334 -0.0832 -0.0695 -0.792
O 1.345 0.358 3.696 0.0257 -0.3025 -0.0502 -0.804
H -1.862 0.956 3.480 0.0182 -0.0271 -0.0060 0.191
H -0.649 2.099 4.080 0.1167 0.0380 -0.1043 0.202
H -0.608 1.569 2.391 0.0963 0.1267 0.0802 0.187

43
Properties=species:S:1:pos:R:3:forces:R:3:nbo_charge:R:1 method="wB97M-V/def2-TZVPD" spin_multiplicity=1 orbital_gap_ev=4.1092 e_homo_ev=-5.35 charge=-1 e_lumo_ev=-1.24
Cu -3.835 3.801 2.142 0.4722 -0.4593 -0.1635 0.837
Cu -0.702 1.555 -1.038 -0.8752 0.2788 -0.0270 0.777
As -0.370 8.885 1.923 1.2797 -1.1570 0.2716 2.785
F -2.109 8.433 2.035 1.3277 0.5921 0.0061 -0.641
F -0.061 7.331 1.062 0.0167 1.2560 0.5284 -0.639
F 1.431 9.413 1.887 -2.5579 -1.0475 -0.1711 -0.636
F -0.637 10.391 2.832 -0.1287 -1.3535 -0.8538 -0.615
F -0.070 7.883 3.425 -0.2918 1.5790 -1.3027 -0.634
F -0.663 9.576 0.310 0.2702 -0.0098 1.5358 -0.620
O -4.115 3.085 -1.982 0.8094 -0.5430 -0.0959 -1.187
H -4.035 2.877 -2.933 0.0026 0.1422 0.6301 0.401
O -1.610 0.374 3.132 -0.5202 0.1484 -0.0785 -1.225
H -2.196 -0.217 3.645 0.2877 0.4346 -0.3941 0.397
N 3.815 -1.981 3.359 4.2914 -0.1184 -0.2208 -0.513
C 4.371 -3.230 3.121 1.5749 -0.1923 -0.3984 -0.074
C 5.824 -3.153 3.155 -3.7742 -2.3695 0.0158 -0.311
C 6.136 -1.898 3.540 -1.0050 3.2997 0.2060 -0.305
C 4.953 -1.134 3.549 -1.0157 -0.5550 0.5731 -0.087
H 2.876 -1.655 3.179 0.1624 -0.2577 0.1864 0.433
H 3.757 -4.111 2.999 -0.0212 0.1535 -0.2045 0.205
H 6.553 -3.936 3.009 -0.4267 -0.2797 0.0734 0.219
H 7.127 -1.581 3.828 -0.1253 0.4062 -0.2769 0.223
H 4.753 -0.093 3.757 0.2804 -0.0606 0.0459 0.211
N -5.146 -2.882 -1.157 -2.0315 -0.0502 -2.1967 -0.492
C -5.934 -3.576 -2.076 -0.1622 0.6439 -0.7752 -0.099
C -5.589 -4.908 -2.055 -0.8312 0.4948 -0.8039 -0.305
C -4.589 -5.014 -1.136 2.2305 -0.0303 2.6595 -0.320
C -4.341 -3.762 -0.581 1.3989 -0.7307 0.5565 -0.063
H -5.123 -1.874 -1.099 0.0498 -0.2853 0.1858 0.425
H -6.510 -3.076 -2.841 -0.2234 0.2178 0.4259 0.206
H -5.926 -5.750 -2.641 -0.3616 0.3984 -0.1506 0.222
H -4.071 -5.901 -0.801 -0.0557 -0.0476 -0.1426 0.213
H -3.592 -3.358 0.085 0.0014 -0.5655 0.2504 0.213
N 2.722 -1.157 -2.633 -1.3129 -1.5270 0.0811 -0.515
C 2.732 -0.225 -3.608 2.8424 2.1539 0.6054 -0.078
C 1.700 -0.369 -4.406 -1.3447 0.8936 -2.9023 -0.315
C 0.989 -1.492 -4.048 -0.5062 -0.7270 0.9810 -0.306
C 1.610 -1.957 -2.907 -0.3504 -0.8049 -0.2680 -0.091
H 3.364 -1.332 -1.873 -0.0550 0.2664 -0.3630 0.426
H 3.490 0.508 -3.840 0.3403 -0.1035 0.8907 0.216
H 1.522 0.227 -5.289 0.0266 0.0788 0.0823 0.220
H 0.148 -1.841 -4.627 -0.0483 -0.4136 0.5401 0.230
H 1.350 -2.876 -2.404 0.3599 0.2511 0.4579 0.216

39
Properties=species:S:1:pos:R:3:forces:R:3:nbo_charge:R:1 method="wB97M-V/def2-TZVPD" de_lowest_kcal_mol=6.76 spin_multiplicity=1 orbital_gap_ev="7.0785 / 5.2569" e_homo_ev="-8.40 / -8.03" e_lumo_ev="-1.32 / -2.77"
H -1.924 -2.399 -1.334 0.3798 0.0997 -0.1433 0.209
N -0.405 -0.958 -1.098 0.5212 0.1435 -0.9224 -0.322
B 1.323 0.809 -1.603 -0.4876 -0.3375 1.2553 0.556
N 0.544 -0.451 -1.977 -0.9363 -0.8487 1.1379 -0.346
C 0.502 -1.132 -3.129 -0.2138 0.0624 0.0691 -0.008
Hg -0.277 -0.235 1.886 -0.5605 -0.0198 -1.6068 1.412
H 1.215 -0.875 -3.883 0.0633 -0.0345 -0.4567 0.215
C -0.510 -2.058 -3.064 -0.4687 -0.2719 0.3192 -0.371
H -0.831 -2.760 -3.819 0.1049 0.1226 0.0371 0.224
C -1.066 -1.890 -1.762 0.8738 -0.0772 -1.1513 -0.050
H 2.046 1.201 -2.476 0.0670 -0.1021 0.0875 -0.036
C -1.310 1.103 3.151 -1.3568 -0.7966 2.4205 -0.865
H -1.883 0.241 3.620 0.7984 1.4981 0.2628 0.213
H -2.069 1.836 2.846 0.8567 -0.1854 -0.5582 0.224
H -0.426 1.490 3.732 -1.1945 -0.2988 -0.4436 0.224
N 2.114 0.474 -0.282 0.5538 -0.1937 0.7338 -0.283
N 0.333 1.884 -1.154 -1.0063 0.0437 0.8048 -0.336
N 1.552 -0.016 0.889 4.2234 0.2382 -1.3088 -0.468
N -0.543 1.611 -0.126 0.2719 0.9856 -0.1403 -0.329
C 3.453 0.612 -0.129 -0.9644 -0.3504 -0.2561 0.008
C 0.061 3.078 -1.703 -1.3436 -0.3875 1.2474 -0.009
H 4.115 0.941 -0.936 -0.5946 -0.0782 0.3602 0.232
H 0.647 3.411 -2.515 0.3503 0.4242 -0.7055 0.215
C 3.773 0.186 1.135 1.4922 -0.2732 0.9510 -0.357
C -1.040 3.614 -1.032 0.5034 -0.7077 0.0696 -0.367
C 2.600 -0.221 1.744 -0.7300 0.7843 -1.6430 -0.038
C -1.365 2.655 -0.038 0.7402 0.3345 -1.0566 -0.030
H 4.776 0.144 1.563 -0.4397 0.0341 -0.1567 0.230
H -1.551 4.522 -1.255 -0.1298 0.4188 -0.0081 0.222
H 2.428 -0.606 2.727 -0.0203 -0.1474 0.2497 0.218
H -2.164 2.705 0.693 0.2028 -0.1685 -0.1497 0.205
H 0.072 -1.831 2.424 0.0078 0.4704 0.7484 -0.353
C -1.762 -3.287 1.285 -0.3317 0.9971 -0.1880 -0.255
O -2.647 -2.166 0.762 1.1285 -0.7719 0.5573 -0.543
C -2.243 -0.885 0.639 -2.0801 0.5469 -1.6642 0.633
O -2.827 -0.066 -0.027 0.7786 -1.6064 1.9159 -0.497
H -1.846 -4.111 0.572 -0.1057 0.3835 0.0066 0.206
H -2.156 -3.593 2.258 -0.0525 0.2020 -0.2343 0.199
H -0.705 -2.977 1.413 -0.9010 -0.1322 -0.4403 0.216

38
Properties=species:S:1:pos:R:3:forces:R:3:mulliken_spin:R:1 method="wB97M-V/def2-TZVPD" spin_multiplicity=3 orbital_gap_ev="8.2439 / 4.8878" e_homo_ev="-16.04 / -16.00" charge=+2 e_lumo_ev="-7.80 / -11.11"
C 2.700 -0.463 0.704 -0.0467 0.0783 -1.1940 -0.022
N 1.482 -0.352 0.138 0.4715 -0.1167 -0.3865 0.196
N 1.623 -0.287 -1.229 0.2655 -0.0136 0.7813 -0.015
C 2.939 -0.339 -1.511 -0.6603 -0.1019 0.5537 -0.004
C 3.642 -0.462 -0.321 0.1040 0.0805 0.1969 0.003
B 0.385 -0.099 -2.166 -0.3186 0.0207 0.8529 -0.020
N -0.606 -1.246 -1.794 -0.4647 -0.3649 0.6610 -0.003
N -1.003 -1.433 -0.485 -0.3872 -0.2770 -0.6595 0.133
C -1.880 -2.460 -0.444 0.4377 0.3154 -0.8921 0.007
C -2.043 -2.946 -1.739 -0.0798 0.0277 0.2286 0.000
C -1.243 -2.159 -2.559 0.2020 0.3561 0.9086 0.008
Pt -0.339 -0.320 1.098 0.3970 -0.3416 -3.2739 0.597
N -0.289 1.208 -1.630 -0.2496 0.3646 0.5442 -0.019
N -0.629 1.276 -0.302 -0.1038 0.4999 -0.2366 0.303
C -1.215 2.459 -0.057 0.3367 -0.1217 -0.8889 -0.010
C -1.238 3.183 -1.252 -0.0185 -0.0037 0.0616 0.009
C -0.654 2.370 -2.218 -0.0424 -0.5395 0.8553 -0.003
H -1.577 2.721 0.930 0.0477 -0.0201 -0.1872 0.003
H -0.484 2.521 -3.272 -0.0036 0.0402 0.0570 -0.001
H -1.631 4.172 -1.391 -0.0606 0.0876 -0.0416 0.003
H 0.649 -0.101 -3.332 0.0006 0.1272 0.3101 0.000
H -1.086 -2.180 -3.628 0.0264 -0.0318 0.0866 0.000
H 3.258 -0.287 -2.540 0.1106 -0.0424 0.0501 0.000
H -2.667 -3.770 -2.032 -0.0476 -0.0255 -0.0714 0.001
H 4.704 -0.529 -0.201 0.2214 -0.0328 -0.0223 0.001
H -2.342 -2.771 0.483 0.1221 -0.0778 -0.3339 0.001
H 2.839 -0.532 1.773 0.0120 -0.1088 -0.1217 -0.001
H -2.420 -0.371 2.028 0.1110 0.1174 -0.1127 0.014
C -1.916 -1.229 2.504 -0.5183 -0.1178 0.6186 0.026
H -2.596 -2.071 2.348 0.2498 0.1064 0.0570 0.001
H -0.917 -1.644 2.092 -0.4302 -0.8881 0.8327 -0.021
H -1.773 -1.020 3.561 0.0187 -0.0710 -0.0733 -0.001
C 1.120 1.945 2.552 0.4770 0.6282 -0.3829 0.161
C 0.644 0.510 2.641 0.9595 -0.8462 3.9195 0.038
O 0.875 -0.183 3.632 -0.7883 1.8518 -2.9520 0.624
H 1.120 2.284 1.513 -0.0735 -0.1381 0.2101 -0.009
H 2.136 2.029 2.967 -0.3739 -0.1264 0.0576 0.002
H 0.431 2.574 3.137 0.0963 -0.2944 -0.0129 0.001

no.,calculated total energy (eV)
1,-16227.2974
2,-18839.6372
3,-38373.9711
4,-187700.6766
5,-30600.5689
6,-27612.7193